This record from the OMol25 dataset describes 4 unconnected molecules or ions with the total composition C12H25BF2NO5 in a non-equilibrium geometry. The level of theory is ωB97M-V/def2-TZVPD.

```
46
Properties=species:S:1:pos:R:3:forces:R:3
O -2.430198 0.022105 5.968880 1.300 -0.505 -0.545
N -1.454543 0.110682 5.259250 -1.921 0.592 0.466
O -1.796240 0.705657 4.090793 0.398 -0.222 0.490
B -0.878982 1.822161 3.750004 1.469 0.226 -2.509
F -1.289518 2.260642 2.403895 0.126 -0.457 1.174
F 0.519971 1.382521 3.608584 -1.213 0.098 0.255
H -0.921367 2.742029 4.500721 -0.160 0.314 0.564
C -1.463588 1.831967 -0.868756 -0.080 0.108 0.453
C -2.412036 2.160769 -2.003036 -0.162 -0.229 -0.275
C -1.799081 3.426946 -2.570726 0.137 0.257 0.044
O -0.387335 3.336740 -2.348392 -0.216 -0.078 -0.045
C -0.126760 2.247837 -1.448356 0.220 -0.132 -0.076
H -1.487135 0.784889 -0.564884 0.039 0.079 0.006
H -1.699896 2.445496 0.005142 0.089 -0.165 0.016
H -2.384623 1.363347 -2.754023 -0.032 0.071 -0.031
H -3.447412 2.295016 -1.685133 0.053 0.014 -0.008
H -2.167345 4.315825 -2.046912 -0.101 -0.010 -0.027
H -1.993984 3.547542 -3.639712 0.100 0.045 0.005
H 0.325854 1.433730 -2.026968 0.025 -0.053 0.043
H 0.582185 2.566330 -0.682107 -0.050 0.056 -0.074
C -0.785079 -2.459077 -4.502920 0.097 -0.369 -0.164
C -2.038854 -1.610929 -4.451705 -0.117 0.338 -0.196
C -2.403837 -1.679776 -2.981182 -0.100 -0.128 0.299
O -1.176029 -1.821319 -2.257878 -0.026 -0.036 -0.338
C -0.122549 -2.119120 -3.181071 0.126 0.228 0.235
H -0.147583 -2.250656 -5.363677 -0.015 -0.003 0.059
H -1.054364 -3.520134 -4.525251 0.043 0.050 -0.014
H -1.801018 -0.579198 -4.730474 -0.043 -0.045 0.013
H -2.837668 -1.965148 -5.105330 0.027 0.014 0.052
H -3.025339 -2.555791 -2.765520 -0.081 0.031 -0.048
H -2.930154 -0.787100 -2.637437 0.070 -0.071 0.094
H 0.509112 -1.228567 -3.271082 0.068 -0.050 -0.049
H 0.485207 -2.938183 -2.790787 -0.057 0.057 0.082
C 4.146166 -0.521215 2.837839 0.447 0.041 0.066
C 3.310996 -1.636707 2.244878 -0.262 -0.028 -0.389
C 2.820270 -2.356271 3.486941 -0.049 -0.020 0.356
O 2.710343 -1.370983 4.517490 0.258 -0.173 -0.258
C 3.353669 -0.165013 4.081282 -0.417 0.375 0.068
H 4.286632 0.327630 2.166800 -0.049 -0.025 0.051
H 5.134145 -0.904202 3.117529 -0.010 0.026 -0.044
H 2.462689 -1.214542 1.697668 0.042 -0.038 0.057
H 3.864840 -2.288861 1.566507 -0.015 -0.002 0.045
H 3.540577 -3.114116 3.818071 0.017 -0.101 -0.082
H 1.851399 -2.838523 3.338682 0.007 0.059 0.086
H 2.575515 0.570462 3.857299 0.053 -0.019 0.041
H 3.982944 0.225107 4.885064 -0.035 -0.118 0.051
```
Positions in Å, forces in eV/Å.

For the HOMO-LUMO gap, the calculation gives 8.49 eV. As for the spin multiplicity: 1. The calculation puts the LUMO energy at 2.57 eV. As for the net charge: -1.